{
  "formula": "C28H33GeN4O2S2Ti",
  "method": "ωB97M-V/def2-TZVPD",
  "gap_ev": [6.647, 5.859],
  "s2": 2.0151,
  "charge": -1,
  "e_above_lowest_kj_mol": 36.87,
  "e_lumo_ev": [2.4122, 0.8588],
  "multiplicity": 3,
  "homo_ev": [-4.2344, -4.9998],
  "symbols": ["Ti", "C", "C", "O", "C", "C", "C", "N", "N", "C", "O", "C", "C", "C", "C", "C", "C", "H", "H", "H", "H", "H", "H", "H", "H", "H", "H", "H", "H", "S", "C", "C", "C", "C", "N", "C", "C", "C", "S", "C", "N", "H", "H", "C", "C", "C", "C", "Ge", "C", "C", "C", "C", "H", "H", "H", "H", "H", "H", "H", "H", "H", "H", "H", "H", "H", "H", "H", "H", "H", "H", "H"],
  "xyz": [[-0.79186, 0.99318, 0.12079], [-3.05636, -2.05556, 1.98074], [-2.72152, -1.12655, 0.85808], [-1.76266, -0.26300, 1.11364], [-3.33093, -1.16597, -0.35041], [-2.98779, -0.33838, -1.49453], [-3.88745, -0.37007, -2.69117], [-1.93742, 0.41157, -1.46190], [-1.70758, 1.20427, -2.62535], [-0.62510, 1.88355, -2.45044], [0.11915, 1.82673, -1.38982], [-0.18729, 2.79928, -3.55217], [-1.06272, 3.16475, -4.56818], [-0.63433, 4.01351, -5.57837], [0.66944, 4.49801, -5.57774], [1.54013, 4.13594, -4.56010], [1.10878, 3.28980, -3.54352], [-2.80157, -1.58841, 2.93065], [-2.47577, -2.97711, 1.89575], [-4.11388, -2.31955, 1.97680], [-4.15303, -1.85875, -0.47819], [-4.61444, -1.17624, -2.59759], [-3.31842, -0.48650, -3.61177], [-4.42282, 0.57786, -2.77732], [-2.07349, 2.77915, -4.55433], [-1.32068, 4.30019, -6.36567], [1.00232, 5.16459, -6.36453], [2.55483, 4.51444, -4.55080], [1.76403, 3.00869, -2.72998], [-2.37480, 2.86709, 0.51043], [-2.24587, 2.57864, 2.23472], [-3.38989, 2.64516, 3.04290], [-3.34871, 2.40008, 4.40214], [-4.57458, 2.46753, 5.17929], [-5.55003, 2.51757, 5.78599], [-2.13199, 2.07592, 5.00864], [-0.99080, 2.00129, 4.23028], [-1.01446, 2.23926, 2.85371], [0.49354, 2.09513, 1.93906], [-2.03342, 1.80714, 6.43130], [-1.92316, 1.59709, 7.55663], [-4.33816, 2.88373, 2.58089], [-0.05034, 1.74265, 4.69857], [5.17220, -1.97123, 3.06818], [3.98281, -1.19014, 2.52755], [4.10749, -0.92527, 1.03280], [2.98882, -0.07187, 0.42140], [1.17418, -0.77509, 0.51128], [0.90230, -2.13760, -0.87101], [1.49813, -3.48272, -0.44190], [1.47548, -4.54331, -1.54598], [2.51095, -4.31141, -2.63872], [5.06962, -2.19245, 4.13231], [6.10488, -1.41527, 2.93678], [5.28653, -2.92507, 2.54419], [3.89335, -0.23396, 3.05375], [3.05798, -1.72934, 2.73946], [4.19642, -1.88206, 0.50539], [5.06287, -0.41209, 0.86244], [3.18808, 0.10142, -0.64003], [2.97463, 0.91516, 0.88910], [0.93711, -1.51543, 1.84696], [1.34084, -1.76654, -1.80102], [-0.17049, -2.24218, -1.05207], [0.94670, -3.85404, 0.42659], [2.53300, -3.35524, -0.10178], [0.47498, -4.56249, -1.99093], [1.63680, -5.53100, -1.10289], [2.37060, -3.34595, -3.12972], [2.46142, -5.07819, -3.41445], [3.52342, -4.32437, -2.22485]],
  "forces_ev_per_angstrom": [[-0.319, 1.798, 1.464], [-0.176, -0.079, 0.138], [0.509, 0.462, -0.007], [-0.461, -1.030, 0.215], [-0.291, -0.015, -0.595], [-0.329, -0.525, 0.471], [-0.116, -0.048, -0.089], [-0.083, 0.269, -1.326], [-0.440, -0.641, 0.470], [0.439, 0.421, -0.384], [0.380, 0.178, -0.730], [-0.162, -0.295, 0.321], [0.009, 0.071, -0.193], [-0.001, -0.048, 0.065], [-0.011, 0.009, 0.003], [-0.047, -0.090, 0.098], [0.158, 0.184, -0.121], [-0.031, 0.035, -0.004], [0.044, 0.025, -0.009], [0.020, -0.030, -0.011], [0.018, 0.017, -0.023], [0.016, 0.027, -0.007], [0.042, -0.014, 0.020], [0.024, 0.012, 0.031], [0.027, 0.001, 0.019], [0.013, 0.011, -0.001], [-0.010, -0.017, 0.003], [-0.010, 0.006, -0.005], [0.003, 0.010, -0.009], [0.016, -0.204, 0.235], [0.027, 0.064, -0.038], [0.005, 0.070, -0.239], [-0.633, 0.050, 0.350], [0.501, -0.040, -0.291], [-0.016, 0.013, -0.008], [0.161, -0.150, 0.679], [0.193, -0.008, -0.130], [0.167, 0.001, -0.028], [-0.117, -0.200, 0.174], [-0.071, 0.139, -0.554], [-0.011, -0.016, 0.010], [0.006, 0.005, -0.031], [-0.002, -0.005, -0.026], [0.105, -0.069, 0.026], [-0.052, 0.096, 0.061], [0.112, 0.048, -0.096], [0.355, 0.199, -0.048], [0.295, -0.476, 0.453], [-0.080, -0.222, -0.228], [0.041, -0.018, -0.089], [-0.102, -0.054, -0.019], [0.090, 0.086, -0.051], [-0.035, 0.029, -0.018], [-0.036, -0.001, -0.017], [-0.024, 0.032, 0.008], [0.008, -0.010, -0.017], [-0.007, -0.040, -0.027], [-0.066, 0.002, 0.003], [-0.001, -0.016, -0.016], [0.027, -0.002, 0.002], [0.029, -0.017, 0.051], [-0.045, 0.058, 0.052], [0.042, -0.023, 0.019], [-0.012, -0.034, -0.025], [-0.022, 0.038, -0.012], [-0.008, 0.010, -0.019], [0.005, -0.025, 0.023], [0.016, 0.009, -0.001], [-0.013, -0.016, 0.036], [-0.025, -0.010, 0.036], [-0.036, 0.003, 0.003]]
}

{
  "formula": "C42H41GeN4O2PtSe",
  "method": "ωB97M-V/def2-TZVPD",
  "gap_ev": [3.574, 3.463],
  "charge": 1,
  "e_above_lowest_kj_mol": 143.48,
  "e_lumo_ev": [-7.1820, -6.9746],
  "homo_ev": [-10.7563, -10.4371],
  "symbols": ["Pt", "C", "C", "C", "C", "C", "C", "C", "C", "N", "C", "O", "C", "C", "C", "C", "C", "N", "C", "O", "N", "C", "C", "C", "C", "C", "C", "C", "C", "H", "H", "H", "H", "H", "H", "H", "H", "H", "H", "H", "H", "H", "H", "H", "H", "H", "H", "H", "H", "H", "Se", "C", "N", "Ge", "C", "C", "C", "C", "C", "C", "C", "C", "C", "C", "C", "C", "H", "H", "H", "H", "H", "H", "H", "H", "H", "H", "H", "C", "C", "C", "C", "C", "C", "H", "H", "H", "H", "H", "H", "H", "H", "H"],
  "xyz": [[0.79622, 0.61434, 0.24270], [-0.41004, 4.44486, 0.62927], [-1.44613, 3.71202, 1.41898], [-2.72859, 4.20225, 1.53434], [-3.67955, 3.53353, 2.30052], [-3.35836, 2.35060, 2.95843], [-2.08809, 1.81635, 2.88381], [-1.75155, 0.54544, 3.59298], [-1.10414, 2.51251, 2.11317], [0.17243, 2.05009, 2.01366], [0.98978, 1.90780, 3.09881], [0.75953, 2.38054, 4.19278], [2.30507, 1.23104, 2.84034], [3.30170, 1.23550, 3.80266], [4.49282, 0.58085, 3.52790], [4.64295, -0.06231, 2.30817], [3.59358, -0.01991, 1.40458], [2.46856, 0.62376, 1.67926], [3.72379, -0.67912, 0.06324], [4.71775, -1.32008, -0.21144], [2.64055, -0.56118, -0.76998], [2.73041, -0.71332, -2.10459], [3.74902, -0.03822, -2.86555], [4.71541, 0.91247, -2.22560], [3.82883, -0.28837, -4.21651], [2.94873, -1.17362, -4.83646], [1.93591, -1.80043, -4.11104], [1.78442, -1.56998, -2.76351], [0.72162, -2.26313, -1.97658], [-0.84768, 5.29603, 0.11007], [0.05592, 3.78514, -0.09978], [0.38717, 4.80402, 1.28394], [-2.99268, 5.12311, 1.02856], [-4.67863, 3.94212, 2.38623], [-4.11315, 1.83929, 3.54355], [-2.65779, 0.04122, 3.92622], [-1.13808, 0.76463, 4.46988], [-1.18347, -0.12844, 2.95055], [3.11198, 1.74708, 4.73579], [5.29093, 0.56452, 4.25795], [5.53710, -0.60208, 2.02998], [4.27421, 1.44172, -1.38016], [5.07194, 1.64196, -2.95173], [5.57876, 0.36039, -1.85218], [4.59423, 0.20878, -4.79967], [3.04741, -1.37190, -5.89643], [1.27135, -2.49515, -4.60975], [0.09551, -2.87180, -2.62728], [0.10093, -1.54334, -1.44302], [1.16276, -2.89983, -1.20812], [1.91345, 3.27029, -3.58747], [1.55493, 2.53995, -2.04149], [1.31473, 2.08598, -0.99845], [-1.45199, 0.63560, -0.84404], [-1.33779, 1.27430, -2.69711], [-1.26356, 0.44497, -3.81531], [-1.29523, 0.98195, -5.09663], [-1.38021, 2.35564, -5.27685], [-1.42685, 3.19601, -4.17167], [-1.40800, 2.65633, -2.89030], [-2.63960, -0.89128, -0.56400], [-3.54251, -0.79399, 0.49416], [-4.47544, -1.79547, 0.72117], [-4.52014, -2.90594, -0.11134], [-3.63070, -3.00790, -1.17192], [-2.69137, -2.01003, -1.39284], [-2.13738, 1.80589, -0.11671], [-1.19234, -0.63062, -3.69452], [-1.25586, 0.32741, -5.95916], [-1.41922, 2.76645, -6.27804], [-1.48731, 4.27026, -4.30105], [-1.46337, 3.31452, -2.02810], [-3.52349, 0.08098, 1.13496], [-5.17447, -1.70913, 1.54483], [-5.24602, -3.68943, 0.06487], [-3.67016, -3.86767, -1.83050], [-2.00207, -2.10613, -2.22324], [-1.62066, -3.05953, 3.31496], [-0.45009, -3.32253, 2.35505], [0.75972, -3.85559, 3.13464], [-0.87971, -4.34604, 1.29451], [-0.08144, -2.05685, 1.69622], [0.21224, -0.99244, 1.20582], [-1.88004, -3.98048, 3.84257], [-2.49399, -2.71428, 2.75960], [-1.35136, -2.30046, 4.05106], [0.49998, -4.79411, 3.62924], [1.07549, -3.13754, 3.89328], [1.59944, -4.03841, 2.46176], [-1.13739, -5.28900, 1.78329], [-0.07171, -4.53683, 0.58516], [-1.74986, -3.98663, 0.74464]],
  "forces_ev_per_angstrom": [[0.239, -0.259, 1.932], [-0.050, -0.027, 0.052], [0.266, -0.177, 0.064], [-0.232, 0.036, 0.085], [0.119, -0.004, -0.065], [-0.143, 0.082, -0.034], [0.286, 0.019, -0.108], [-0.047, 0.167, 0.050], [-0.682, 0.045, 0.112], [0.166, -0.531, -1.185], [0.271, -0.257, 0.083], [-0.066, 0.051, -0.220], [-0.076, -0.008, 0.139], [0.025, -0.021, 0.053], [-0.081, 0.009, -0.002], [-0.063, -0.112, -0.096], [0.218, -0.023, 0.099], [0.218, 0.033, -0.538], [0.713, 0.356, 0.814], [-0.503, 0.087, -0.152], [-1.158, -0.500, -0.850], [-0.222, 0.458, 0.575], [0.359, 0.428, -0.102], [-0.099, -0.063, -0.042], [0.066, -0.131, -0.173], [0.180, 0.188, 0.136], [-0.142, -0.098, 0.173], [-0.277, -0.181, -0.205], [0.172, 0.011, -0.093], [0.003, 0.006, 0.037], [0.048, 0.005, -0.033], [-0.001, -0.002, -0.021], [0.004, -0.025, 0.025], [0.002, -0.028, -0.011], [0.015, 0.014, 0.003], [0.006, 0.001, -0.017], [0.012, -0.034, -0.003], [-0.009, -0.018, -0.004], [0.021, -0.022, 0.003], [-0.008, 0.011, -0.015], [0.032, 0.032, 0.040], [-0.019, 0.038, -0.056], [-0.094, -0.008, 0.010], [0.024, -0.044, 0.001], [-0.050, -0.014, 0.007], [-0.004, 0.020, 0.017], [-0.008, 0.047, 0.019], [0.046, 0.014, 0.020], [-0.018, -0.091, 0.033], [-0.017, 0.014, 0.033], [0.410, 0.016, -0.334], [0.222, 0.336, -0.056], [0.162, 0.049, -0.049], [-0.177, 0.180, -0.306], [0.015, -0.152, 0.161], [0.062, 0.025, -0.026], [0.095, -0.040, 0.008], [-0.066, 0.031, 0.075], [-0.151, -0.085, 0.066], [-0.209, -0.142, -0.082], [0.305, 0.116, -0.125], [0.024, 0.010, 0.000], [-0.041, -0.048, 0.049], [0.030, 0.038, 0.036], [0.052, -0.056, -0.070], [-0.055, 0.000, -0.002], [0.120, 0.013, 0.187], [-0.049, 0.019, -0.030], [-0.011, 0.003, 0.027], [0.025, 0.013, 0.035], [0.014, -0.057, -0.015], [0.002, 0.024, -0.067], [-0.037, -0.025, 0.021], [0.025, 0.010, -0.025], [-0.006, 0.026, -0.013], [0.006, 0.026, 0.028], [-0.130, -0.018, 0.027], [0.049, 0.028, -0.019], [0.032, -0.063, -0.069], [0.001, 0.041, -0.008], [0.008, 0.007, 0.042], [-0.149, -0.299, 0.354], [0.000, 0.472, -0.390], [0.017, 0.033, -0.039], [-0.013, 0.009, 0.028], [-0.021, -0.055, 0.022], [0.008, 0.035, -0.018], [0.003, -0.024, 0.000], [-0.005, -0.012, 0.030], [0.002, 0.034, -0.042], [-0.013, -0.006, 0.019], [-0.001, -0.003, -0.018]]
}